[1]
61
Properties=species:S:1:pos:R:3 method="wB97M-V/def2-TZVPD" smiles="COc1ccc(C(=O)CCC(=O)N2CCN(c3ccc(N4CCOCC4)nn3)CC2)cc1" multiplicity=1 lumo_ev=0.3 total_energy_ha=-1468.5421 mol_weight_da=439.52 relative_energy_kj_mol=362.0
C 4.78039 5.82757 0.02768
O 4.71915 4.76778 0.95467
C 4.52144 3.51062 0.49843
C 4.37285 3.15720 -0.84162
C 4.17710 1.83542 -1.18074
C 4.12642 0.82895 -0.21490
C 3.91465 -0.55443 -0.67988
O 3.73364 -0.80683 -1.85509
C 3.92058 -1.64741 0.37574
C 3.79481 -3.05869 -0.22060
C 2.59184 -3.79909 0.33605
O 2.71933 -4.62649 1.22204
N 1.37632 -3.50926 -0.18484
C 1.03594 -2.49227 -1.15261
C 0.15861 -1.42466 -0.48998
N -1.01306 -2.05366 0.07900
C -2.22412 -1.42542 -0.00295
C -3.42292 -1.97368 0.51260
C -4.58084 -1.26986 0.33625
C -4.51322 -0.03248 -0.34618
N -5.62808 0.71930 -0.63716
C -6.76412 0.76596 0.25994
C -6.55777 1.87351 1.30400
O -6.36346 3.12344 0.68581
C -5.25439 3.09521 -0.19183
C -5.42295 2.01383 -1.26328
N -3.35285 0.39771 -0.83000
N -2.25158 -0.27338 -0.66835
C -0.68633 -3.07842 1.04125
C 0.19826 -4.13671 0.37466
C 4.27415 1.19329 1.12726
C 4.46676 2.50908 1.47513
H 5.61333 5.70107 -0.67060
H 3.84523 5.92438 -0.53202
H 4.94058 6.72680 0.62000
H 4.40772 3.90182 -1.62083
H 4.05974 1.55230 -2.21611
H 4.84442 -1.56092 0.94894
H 3.09532 -1.44890 1.06431
H 4.66889 -3.65297 0.04615
H 3.74829 -2.99214 -1.30872
H 1.92018 -2.02862 -1.58020
H 0.46494 -2.96531 -1.96041
H -0.17342 -0.68750 -1.21967
H 0.73258 -0.90931 0.29417
H -3.44454 -2.93025 1.01112
H -5.51761 -1.67130 0.69064
H -6.91735 -0.19046 0.75571
H -7.65130 0.99804 -0.33849
H -7.43821 1.98057 1.94020
H -5.68462 1.62167 1.92837
H -5.19996 4.08799 -0.63975
H -4.33163 2.89755 0.37354
H -4.53350 1.95895 -1.88806
H -6.30519 2.23242 -1.87250
H -1.58555 -3.55249 1.42871
H -0.13534 -2.63796 1.88728
H 0.52551 -4.87926 1.10421
H -0.35999 -4.62934 -0.42889
H 4.23627 0.45152 1.90922
H 4.58075 2.80120 2.50716



[2]
60
Properties=species:S:1:pos:R:3 method="wB97M-V/def2-TZVPD" multiplicity=1 lumo_ev=-0.1 total_energy_ha=-1349.8576 mol_weight_da=411.31 relative_energy_kj_mol=461.8
C 4.50285 -1.55450 -0.70172
C 3.62712 -0.66210 0.01435
C 3.72950 -0.06921 1.26416
C 2.56121 0.73932 1.41803
C 1.52037 0.37437 0.37516
B 1.56535 2.37790 -0.94362
O 1.09238 2.90231 0.35376
C -0.26701 3.04044 -0.02050
C -0.28357 3.54886 -1.49194
C -1.53421 4.19874 -2.04416
C -0.18526 2.23600 -2.31949
O 0.90918 1.45364 -1.73684
C 1.10288 4.35005 -1.60066
O 2.27501 3.34403 -1.59746
O 2.41364 -0.24106 -0.60320
H 5.41550 -1.00457 -0.95448
H 4.84094 -2.38133 -0.06971
H 4.08446 -1.93326 -1.63522
H 4.59572 -0.24714 1.96575
H 2.37600 1.38058 2.27528
H -0.48030 1.88509 0.04600
H -0.94942 3.57072 0.65436
H -1.35834 4.50531 -3.08286
H -2.39751 3.51574 -2.04724
H -1.85523 5.07657 -1.50838
H -1.10200 1.61643 -2.30056
H 0.07007 2.46165 -3.35837
H 1.15298 4.95712 -2.53781
H 1.28206 4.97769 -0.65811
C -2.24736 -2.93102 3.80955
C -0.75068 -2.61188 3.80843
N -0.29456 -2.22992 2.45808
C 0.17721 -1.02804 2.21280
C 0.58009 -0.64496 0.89101
C -0.29036 0.35920 0.31514
C -1.03810 -0.14888 -0.84882
C -2.35206 0.34847 -0.97520
C -3.13009 -0.05102 -2.05309
C -2.59117 -0.95410 -2.99775
C -1.28776 -1.44791 -2.84862
C -0.46552 -0.94851 -1.83910
C -0.55262 -3.18178 1.38041
C -1.65986 -4.11343 1.83139
O -2.68395 -3.35279 2.50501
H -2.40652 -3.77968 4.53187
H -2.86035 -2.03260 4.09537
H -0.53926 -1.77985 4.45843
H -0.18926 -3.52554 4.07666
H 0.11378 -0.26549 3.02371
H 0.96283 -1.52078 0.26265
H -0.95846 0.62650 1.16941
H -2.75465 1.03241 -0.25576
H -4.15448 0.30098 -2.18529
H -3.13312 -1.21385 -3.91263
H -0.85713 -2.16572 -3.51443
H 0.58214 -1.27110 -1.70645
H -0.84597 -2.66700 0.45170
H 0.33448 -3.77386 1.16245
H -2.16791 -4.59621 0.98810
H -1.24368 -4.85104 2.55050



[3]
69
Properties=species:S:1:pos:R:3 method="wB97M-V/def2-TZVPD" multiplicity=1 lumo_ev=-3.6 total_energy_ha=-5591.6528 mol_weight_da=789.15
O -0.68766 2.81275 -2.45683
C -0.22618 1.68984 -1.88880
O -0.21953 1.53635 -0.40202
C 0.31786 0.36238 -2.73401
C -0.42331 -0.94224 -1.99880
C -2.02367 -1.10654 -2.23674
N -2.87496 -2.18978 -1.63679
C -2.03788 -3.09683 -0.77975
C -2.84125 -4.32876 0.00508
C -2.05533 -5.40591 0.95908
C -0.42730 -5.30335 1.13886
C 0.35641 -4.07975 0.37691
C -0.43068 -2.95877 -0.57313
N 0.41976 -1.87915 -1.18068
H -1.14048 1.15319 -0.20646
H 1.48495 0.27356 -2.75792
H -0.04915 0.44605 -3.86397
H -2.56791 -0.31466 -2.93571
H -4.02548 -4.43482 -0.10124
H -2.64860 -6.24865 1.51356
H 0.20579 -6.07120 1.79065
H 1.53839 -4.03615 0.53476
Cl -5.03062 -2.45766 -2.65589
Cs -0.41890 -0.87462 -5.09106
C -3.61928 4.59419 -0.59617
C -4.59238 3.56485 -0.05952
O -5.14001 2.81038 -1.13048
H -4.12032 5.26726 -1.29963
H -3.19151 5.18754 0.21680
H -2.80541 4.10882 -1.14465
H -5.41550 4.05508 0.46882
H -4.09594 2.88005 0.63473
H -4.40189 2.37233 -1.58798
Mg 2.02355 2.40892 -3.72194
C 2.89663 -5.65858 5.42863
C 1.95067 -5.05359 4.42991
O 0.77669 -5.40830 4.34294
N 2.42781 -4.08027 3.60093
C 3.76031 -3.52914 3.54484
H 2.37115 -6.41757 6.01538
H 3.73111 -6.13924 4.91101
H 3.26407 -4.88786 6.11144
H 1.73111 -3.72326 2.95782
H 3.69028 -2.45438 3.72968
H 4.15352 -3.69560 2.53900
H 4.42996 -3.98176 4.27719
Br -0.94823 -7.37795 0.60824
C -5.79655 -6.79843 1.55432
O -6.87461 -6.56294 2.07791
O -4.98330 -7.64300 1.94662
O -5.35200 -6.22853 0.55111
Ca -1.37891 4.60808 -2.34481
C 4.72288 3.98939 -0.59873
C 5.63332 4.49484 -1.52630
C 6.81623 5.09088 -1.09008
C 7.09346 5.17265 0.27482
C 6.18469 4.66379 1.20223
C 4.99746 4.07609 0.76631
H 3.79951 3.52800 -0.93895
H 5.42040 4.42491 -2.59009
H 7.52231 5.49064 -1.81283
H 8.01752 5.63271 0.61478
H 6.40166 4.72613 2.26581
H 4.28717 3.68473 1.48930
C -3.89768 8.01952 -3.78196
O -3.25113 6.87952 -3.58952
H -4.88737 8.12593 -3.30618
H -3.40488 8.94453 -3.43723
H -4.14084 8.29337 -4.82261



[4]
64
Properties=species:S:1:pos:R:3 method="wB97M-V/def2-TZVPD" total_charge=-2 multiplicity=1 lumo_ev="4.0 / 4.0" total_energy_ha=-2221.3463 mol_weight_da=600.75
C 0.33885 -0.22128 -3.52515
C 0.15257 -0.74853 -2.10252
C -0.05491 1.26150 -3.51908
C -0.85967 1.58411 -2.22233
H -0.68059 1.46299 -4.39016
H 0.85167 1.86672 -3.62262
C -0.96019 0.07331 -1.51457
H 1.06866 -0.59490 -1.51839
H -0.06230 -1.82847 -2.11243
C -1.36716 -0.42418 -0.09987
H -1.85700 -0.22900 -2.08978
H -1.90954 1.81400 -2.49833
C -0.35715 2.89668 -1.70005
C 1.73192 -0.52468 -4.03460
C -0.46868 -0.96992 -4.58220
O -1.14009 -0.42602 -5.44549
O 2.69740 -0.77236 -3.32843
O 1.79952 -0.49231 -5.37599
O -0.37635 -2.30680 -4.50089
C -0.95593 -2.93042 -5.65324
H -0.79216 -3.99677 -5.51855
H -0.45124 -2.56571 -6.55421
H -2.02260 -2.69700 -5.71885
C 3.10114 -0.80969 -5.85782
H 3.84891 -0.14258 -5.41732
H 3.04440 -0.67882 -6.93566
H 3.35385 -1.84549 -5.60405
O -0.49441 -0.56802 1.03536
H -1.68359 -1.46254 -0.25703
H -2.23860 0.17896 0.21897
C -1.30798 3.89342 -1.13918
C 1.07895 2.96081 -1.33668
H 1.70102 3.57464 -2.01697
H 1.48712 1.93741 -1.32544
H 1.21989 3.37229 -0.32061
H -0.90781 4.30316 -0.18937
H -2.26942 3.40000 -0.89806
H -1.52538 4.76414 -1.79511
In -0.57075 1.05218 2.22619
C -2.27084 -0.44322 4.87257
C -2.81422 -0.29313 3.55844
C -2.51883 -1.48890 2.83430
H -3.40780 0.54749 3.20820
C -1.76601 -2.34598 3.67680
C -1.67267 -1.72473 4.95322
H -1.26380 -2.18371 5.84170
H -2.38232 0.26498 5.67793
H -2.86197 -1.71754 1.83235
H -1.35829 -3.32070 3.41555
C 2.07673 0.81958 3.41073
C 1.95897 0.38599 4.83417
C 1.72224 -1.08940 4.73991
H 2.62323 0.81474 5.60077
C 1.53488 -1.42634 3.43109
C 1.83778 -0.27751 2.59695
H 1.96804 -0.33307 1.51460
H 2.33701 1.83436 3.13176
H 1.74450 -1.73741 5.60209
H 1.21689 -2.38973 3.03723
O 0.13906 -0.87802 6.83874
Cl 0.20917 0.55545 6.81090
O -1.05322 1.20057 7.00751
O 1.27718 1.08292 7.58865
O 0.56192 0.98248 5.22432